(1)
This record from OMol25 describes one molecule with the formula C4H10N4. The level of theory is ωB97M-V with the def2-TZVPD basis set.

Last column: Löwdin charge in e.
Cartesian coordinates (Å):
C -0.4991 -1.0729 -1.8383  -0.198
N -1.0161 -0.9701 -0.4959  -0.114
C -0.2206 -1.3987 0.5510  -0.160
C 0.4695 -0.3289 1.0031  -0.312
N 1.5721 -0.1385 1.8558  0.080
C -0.1318 0.7731 0.2046  -0.407
N 0.6872 1.5265 -0.5823  0.159
N -1.2207 1.4728 0.7323  0.108
H 0.5850 -0.8694 -1.9153  0.060
H -1.0214 -0.3676 -2.4937  0.064
H -0.6736 -2.0782 -2.2473  0.065
H -0.2629 -2.3984 0.9862  0.102
H 1.3935 0.4959 2.6258  0.081
H 1.9688 -1.0036 2.1942  0.078
H 1.5840 1.1364 -0.8191  0.105
H 0.3706 2.3947 -0.9856  0.104
H -1.7309 1.9921 0.0270  0.090
H -1.8535 0.8346 1.1974  0.095

The calculation puts the LUMO energy at 0.94 eV. The calculation puts the orbital gap at 0.2960 Ha. The SMILES is C/N=C/C(N)=C(N)N. For the energy relative to the best compared isomer or geometry (same formula, charge and spin), the calculation gives 2.794 eV. The HOMO energy comes out at -7.12 eV.


(2)
This record from OMol25 describes one molecule with the formula C3H2F2. The level of theory is ωB97M-V with the def2-TZVPD basis set.

Last column: Löwdin charge in e.
Cartesian coordinates (Å):
C -0.3567 0.6692 -0.2647  0.127
C 0.4177 -0.4536 -0.0990  -0.178
C 0.5508 -1.7730 -0.6019  -0.316
F -0.0865 -2.2006 -1.6829  0.127
F 1.6840 -2.4460 -0.4570  0.121
H -1.4404 0.6166 -0.3099  0.014
H 1.3043 -0.2394 0.5045  0.105

The calculation puts the LUMO energy (spin up / spin down) at -0.85 / -0.95 eV. The calculation puts the orbital gap (spin up / spin down) at 0.2788 / 0.3069 Ha. For the energy relative to the best compared isomer or geometry (same formula, charge and spin), the calculation gives 2.746 eV. The HOMO energy (spin up / spin down) comes out at -8.43 / -9.30 eV.


(3)
This record from OMol25 describes C21H21FeN7OS2 as an isolated structure. The level of theory is ωB97M-V with the def2-TZVPD basis set.

Last column: Löwdin charge in e.
Cartesian coordinates (Å):
Fe -0.3215 -0.0564 -0.3511  0.593
N 1.9836 0.6481 2.2558  0.134
C 0.7449 0.1837 2.5753  -0.665
N -0.2151 -0.0060 1.6966  0.011
C -1.3603 -0.4988 2.3197  -0.310
C -1.2607 -0.6806 3.6511  -0.303
S 0.3011 -0.2060 4.1934  1.141
C -2.4509 -0.8693 1.4232  -0.309
C -3.7287 -1.2096 1.6908  -0.296
S -4.5211 -1.7081 0.2452  1.146
C -3.0784 -1.4256 -0.6397  -0.676
N -2.0915 -0.9577 0.0848  -0.011
N -2.9739 -1.6318 -1.9923  0.106
H 1.9945 1.4080 1.5860  0.070
H 2.6267 0.7822 3.0207  0.110
H -1.9838 -1.1019 4.3292  0.094
H -4.2468 -1.2061 2.6352  0.095
H -3.7554 -2.0755 -2.4509  0.111
H -2.0853 -1.9890 -2.3135  0.109
N 1.4141 0.6929 -1.1197  0.065
C 2.4591 -0.3135 -1.0834  -0.215
C 3.7659 -0.0824 -1.3944  0.014
C 4.7045 -1.1372 -1.3358  -0.031
C 4.3144 -2.3952 -0.9781  0.005
C 2.9616 -2.6581 -0.6535  -0.129
C 2.4803 -3.9290 -0.2685  0.037
C 1.1582 -4.0837 0.0412  -0.011
C 0.3063 -2.9709 -0.0284  -0.077
N 0.7121 -1.7702 -0.3924  0.036
C 2.0346 -1.6024 -0.7070  -0.149
H 1.6720 1.5462 -0.6231  0.077
H 1.2516 0.9833 -2.0840  0.135
H 4.0896 0.9081 -1.6914  0.129
H 5.7375 -0.9376 -1.5839  0.122
H 5.0314 -3.2047 -0.9376  0.131
H 3.1646 -4.7668 -0.2191  0.137
H 0.7571 -5.0401 0.3433  0.122
H -0.7400 -3.0652 0.2333  0.116
O 1.1778 2.9981 0.5940  -0.082
C -0.1950 3.1462 0.9991  -0.139
C -1.1392 2.9595 -0.1597  -0.214
C -1.8334 4.0585 -0.6426  0.014
C -2.7024 3.9218 -1.7129  -0.007
C -2.8514 2.6678 -2.2776  -0.015
C -2.1389 1.6151 -1.7370  -0.097
N -1.2978 1.7335 -0.6965  0.043
H 1.5791 3.8682 0.4962  0.121
H -0.3521 4.1347 1.4267  0.135
H -0.3942 2.4093 1.7724  0.108
H -1.6892 5.0216 -0.1726  0.129
H -3.2465 4.7751 -2.0945  0.129
H -3.5094 2.4946 -3.1169  0.124
H -2.2597 0.6227 -2.1547  0.089

The calculation puts the LUMO energy (spin up / spin down) at -5.82 / -5.62 eV. The total charge is +2. The calculation puts the orbital gap (spin up / spin down) at 0.2900 / 0.2970 Ha. The HOMO energy (spin up / spin down) comes out at -13.71 / -13.70 eV.